{
  "formula": "C32H46Cl2OP4Pt",
  "method": "ωB97M-V/def2-TZVPD",
  "s_squared": 6.05,
  "spin_multiplicity": 5,
  "charge": 2,
  "energy_ev": -101405.3484,
  "orbital_gap_ha": [0.1784, 0.1845],
  "symbols": ["P", "C", "C", "H", "C", "H", "C", "H", "C", "H", "C", "H", "C", "C", "H", "C", "H", "C", "H", "C", "H", "C", "H", "C", "C", "H", "C", "H", "C", "H", "C", "H", "C", "H", "Pt", "C", "C", "H", "C", "O", "H", "C", "H", "C", "Cl", "Cl", "P", "C", "H", "H", "H", "C", "H", "H", "H", "C", "H", "H", "H", "P", "C", "C", "H", "H", "H", "H", "H", "H", "C", "H", "H", "H", "H", "C", "P", "C", "C", "H", "H", "H", "H", "H", "H", "H", "H", "H"],
  "coordinates": [[1.9766, -4.5630, -2.7242], [0.3963, -5.0291, -3.2087], [0.5540, -5.4270, -4.5682], [1.4369, -5.0941, -5.1101], [-0.4129, -6.2661, -5.1184], [-0.2602, -6.5954, -6.1354], [-1.5194, -6.6452, -4.3621], [-2.2456, -7.2971, -4.8092], [-1.6988, -6.1857, -3.0475], [-2.5760, -6.4900, -2.4856], [-0.7472, -5.3546, -2.4564], [-0.8695, -4.9577, -1.4304], [2.7439, -3.2748, -3.6384], [2.0904, -2.4139, -4.5542], [0.9910, -2.4043, -4.6175], [2.8665, -1.6140, -5.3956], [2.3804, -0.9615, -6.1110], [4.2630, -1.6919, -5.3322], [4.8652, -1.1017, -6.0120], [4.9102, -2.5164, -4.4095], [5.9857, -2.5955, -4.3584], [4.1579, -3.2764, -3.5190], [4.6204, -3.9268, -2.7701], [2.6956, -5.1424, -1.2609], [3.2434, -6.3444, -1.7995], [3.0261, -6.5759, -2.8449], [4.0315, -7.1411, -0.9681], [4.4484, -8.0334, -1.4013], [4.2329, -6.7545, 0.3559], [4.8456, -7.3858, 0.9752], [3.6593, -5.5943, 0.8966], [3.8236, -5.3282, 1.9364], [2.8687, -4.7640, 0.0831], [2.3614, -3.8653, 0.4816], [-0.2064, 0.1494, 0.0526], [1.7370, 1.0097, -0.1808], [2.8368, 0.4762, -0.7662], [1.7750, 2.0298, 0.2424], [2.8596, -0.9814, -1.2072], [3.9008, -1.6569, -0.5242], [3.8266, -2.6420, -0.5338], [1.5830, -1.8030, -1.0924], [3.1105, -0.9858, -2.2992], [0.4492, -1.4673, -0.4845], [-0.9610, 2.4022, 0.9448], [-2.3349, -1.2560, 0.0559], [-0.9700, 0.7924, -2.0991], [-2.6628, 1.3791, -1.8493], [-2.6241, 2.2326, -1.1613], [-3.2194, 0.5610, -1.3687], [-3.0867, 1.6485, -2.8228], [0.0032, 2.1805, -2.7305], [0.9852, 1.8179, -3.0648], [0.1369, 2.9065, -1.9164], [-0.5443, 2.6338, -3.5690], [-1.0155, -0.4440, -3.4308], [-1.4653, -1.3725, -3.0508], [0.0018, -0.6475, -3.7925], [-1.6301, -0.0435, -4.2539], [4.3987, 1.3924, -0.9749], [4.2117, 3.1669, -0.6228], [5.0117, 1.2314, -2.6810], [3.6945, 3.2906, 0.3396], [3.6030, 3.6447, -1.4083], [5.1738, 3.7086, -0.5692], [4.9822, 0.1668, -2.9548], [6.0406, 1.6067, -2.8127], [4.3362, 1.7894, -3.3566], [5.6899, 0.7182, 0.1117], [5.4776, 1.0096, 1.1506], [6.7120, 1.0410, -0.1575], [5.5893, -0.3719, 0.0156], [-0.1279, -2.3663, -0.6770], [0.3899, -2.2511, 2.6151], [-0.0522, -0.5160, 2.2872], [-1.6726, -0.2481, 3.0545], [1.1448, 0.4967, 3.1916], [-0.3417, -2.9032, 2.1275], [0.3728, -2.4102, 3.7111], [1.3956, -2.4659, 2.2285], [-1.6216, -0.5323, 4.1087], [-1.9287, 0.8180, 2.9297], [-2.4006, -0.8468, 2.4949], [1.1654, 0.1635, 4.2324], [2.1409, 0.3803, 2.7326], [0.8297, 1.5479, 3.1186]],
  "forces_ev_per_angstrom": [[-0.7, 2.2, 0.1], [-0.4, -0.2, -0.9], [-1.2, -0.5, 0.5], [-0.2, -0.3, -0.1], [0.5, 0.7, 0.0], [-0.3, -0.2, -0.1], [0.4, 0.3, 0.3], [-0.2, -0.2, 0.0], [0.2, 0.2, -0.1], [0.1, 0.1, -0.1], [0.2, -0.1, 0.2], [0.1, -0.5, -0.7], [0.6, 0.3, 0.1], [0.1, -0.3, 0.0], [0.7, -0.1, 0.0], [0.0, -0.4, 0.5], [0.1, 0.0, 0.0], [0.0, 0.0, 0.0], [-0.1, 0.0, 0.0], [-0.5, -0.1, 0.5], [0.1, 0.2, -0.1], [-0.4, 0.1, -0.5], [0.0, 0.2, -0.4], [0.6, -1.3, -0.2], [0.5, 0.2, 1.7], [0.4, -0.4, 0.4], [-0.5, 0.5, -0.3], [0.2, -0.3, 0.3], [-0.1, 0.1, -0.2], [0.1, -0.1, 0.2], [-0.4, 0.3, -0.8], [0.0, -0.1, -0.1], [0.0, -0.1, -0.1], [0.4, -0.6, -0.2], [0.9, 2.5, 0.8], [1.3, 0.5, 0.1], [-0.8, 0.2, 0.8], [0.1, -0.3, -0.5], [0.2, -1.1, -1.9], [0.6, -0.9, 0.6], [-0.2, 1.2, -0.3], [2.4, 3.0, 0.7], [-0.1, 0.0, 0.4], [0.5, -3.6, -2.2], [0.4, -0.9, -0.5], [-1.1, -0.7, -0.1], [-1.2, 0.6, -0.2], [0.1, -0.1, -0.2], [-0.1, -0.2, -0.3], [0.1, 0.4, -0.3], [-0.1, 0.1, 0.2], [0.1, 0.0, -0.1], [-0.3, 0.1, 0.0], [-0.1, -0.1, -0.3], [0.2, 0.0, 0.2], [-0.1, -0.1, -0.1], [0.1, 0.3, -0.1], [-0.3, 0.1, 0.1], [0.2, -0.2, 0.2], [0.6, 0.3, 0.1], [-0.4, 0.1, 0.0], [-0.3, 0.0, -0.2], [0.2, 0.0, -0.3], [0.1, -0.2, 0.3], [-0.3, -0.6, -0.1], [0.1, 0.3, 0.0], [-0.4, -0.1, 0.3], [0.3, -0.3, 0.3], [-0.1, -0.1, 0.0], [0.0, -0.1, -0.3], [-0.6, 0.0, 0.0], [0.2, 0.3, 0.2], [-1.6, -0.1, 0.9], [0.1, 0.0, 0.2], [-1.1, 0.2, 1.4], [0.2, 0.1, 0.0], [0.2, 0.0, -0.3], [0.1, 0.1, 0.1], [0.0, 0.0, -0.5], [-0.2, 0.1, 0.1], [-0.1, 0.1, 0.0], [0.1, -0.5, 0.2], [0.2, 0.1, 0.3], [0.1, 0.1, 0.0], [-0.3, 0.0, 0.2], [0.1, -0.3, 0.1]]
}